## a
Computed, not measured: 8 unconnected molecules or ions with the total composition C8H24N8O16, with ωB97M-V/def2-TZVPD.

Summary:
SMILES string: C[N+](=O)[O-].C[N+](=O)[O-].C[N+](=O)[O-].C[N+](=O)[O-].C[N+](=O)[O-].C[N+](=O)[O-].C[N+](=O)[O-].C[N+](=O)[O-]
Gap between HOMO and LUMO (eV): 9.92

Each line ends with the Löwdin charge.
Positions of all 56 atoms, in Å:
C (-1.3045, -0.9051, -4.0990)  0.025
N (-2.1140, -1.8977, -4.8515)  -0.454
O (-1.5680, -2.4730, -5.7704)  0.060
O (-3.2638, -2.0454, -4.5040)  0.076
H (-0.2616, -1.1251, -4.2851)  0.063
H (-1.5838, -0.9328, -3.0555)  0.086
H (-1.5455, 0.0562, -4.5520)  0.105
C (0.0063, 3.1277, 3.7542)  0.053
N (-1.2671, 2.7325, 4.4276)  -0.437
O (-1.1821, 2.1683, 5.4967)  0.065
O (-2.3003, 2.9976, 3.8491)  0.065
H (0.6473, 2.2546, 3.7001)  0.072
H (0.4649, 3.8914, 4.3755)  0.105
H (-0.2425, 3.4888, 2.7657)  0.081
C (2.9549, -0.1070, 3.6565)  0.043
N (2.9740, 1.1371, 2.8521)  -0.445
O (2.1589, 1.2010, 1.9468)  0.040
O (3.7683, 1.9966, 3.1480)  0.089
H (3.6247, 0.0147, 4.5006)  0.098
H (3.2323, -0.9592, 3.0470)  0.099
H (1.9305, -0.2363, 3.9964)  0.088
C (1.6546, -3.3652, -2.0685)  0.043
N (0.4147, -4.1888, -2.0672)  -0.442
O (-0.5104, -3.7967, -2.7528)  0.063
O (0.3881, -5.1663, -1.3524)  0.065
H (1.4864, -2.6224, -1.2911)  0.081
H (1.7126, -2.8534, -3.0204)  0.078
H (2.5087, -4.0012, -1.8805)  0.099
C (-3.4368, 3.8587, 0.9467)  0.025
N (-4.7982, 4.2184, 1.4184)  -0.447
O (-5.0803, 3.9413, 2.5630)  0.067
O (-5.5312, 4.8002, 0.6356)  0.053
H (-3.3726, 2.7830, 0.8365)  0.087
H (-2.7357, 4.2035, 1.6967)  0.076
H (-3.2606, 4.3264, -0.0145)  0.095
C (0.2363, 0.1979, -0.2729)  0.039
N (-0.7426, 1.3227, -0.3084)  -0.419
O (-1.3019, 1.5485, -1.3591)  0.066
O (-0.9053, 1.9680, 0.7104)  0.056
H (-0.0750, -0.5074, -1.0338)  0.075
H (0.1836, -0.2392, 0.7175)  0.070
H (1.2168, 0.6178, -0.4651)  0.090
C (0.2818, -4.2868, 2.9246)  0.061
N (0.1731, -2.9984, 2.1854)  -0.432
O (0.2805, -1.9691, 2.8252)  0.056
O (-0.0335, -3.0656, 0.9960)  0.069
H (-0.3755, -4.2138, 3.7852)  0.103
H (1.3147, -4.4219, 3.2261)  0.102
H (-0.0420, -5.0688, 2.2488)  0.099
C (1.9830, 0.7630, -4.9474)  0.061
N (2.4075, 0.5478, -3.5301)  -0.426
O (1.8869, -0.3648, -2.9108)  0.021
O (3.2631, 1.2769, -3.0889)  0.093
H (2.0913, -0.1921, -5.4554)  0.105
H (2.6487, 1.5026, -5.3683)  0.097
H (0.9403, 1.0601, -4.9273)  0.094



## b
Computed, not measured: 8 unconnected molecules or ions with the total composition C8H24N8O16, with ωB97M-V/def2-TZVPD.

Summary:
SMILES string: C[N+](=O)[O-].C[N+](=O)[O-].C[N+](=O)[O-].C[N+](=O)[O-].C[N+](=O)[O-].C[N+](=O)[O-].C[N+](=O)[O-].C[N+](=O)[O-]
Gap between HOMO and LUMO (eV): 10.92

Each line ends with the Löwdin charge.
Positions of all 56 atoms, in Å:
C (-0.8548, -4.3579, -0.2714)  0.044
N (-0.9487, -4.0611, 1.1856)  -0.479
O (-1.6959, -4.6333, 1.8801)  0.110
O (-0.1660, -3.1782, 1.5064)  0.023
H (-1.8826, -4.3954, -0.6343)  0.092
H (-0.3180, -5.3540, -0.3444)  0.127
H (-0.2451, -3.5986, -0.7309)  0.050
C (2.7800, -1.6653, -0.6479)  0.096
N (1.3370, -1.4029, -1.1045)  -0.397
O (0.8006, -2.0686, -1.9540)  0.056
O (0.8058, -0.4796, -0.5233)  0.033
H (3.1566, -2.6012, -1.0769)  0.111
H (2.6115, -1.6149, 0.3827)  0.078
H (3.4028, -0.9106, -0.9557)  0.038
C (-2.2534, -1.0614, -3.5923)  0.036
N (-3.0113, -2.2826, -3.2657)  -0.441
O (-2.4758, -3.3561, -3.3013)  0.073
O (-4.2236, -2.1233, -3.0518)  0.032
H (-2.6845, -0.1414, -3.0867)  0.115
H (-2.3823, -0.8994, -4.6320)  0.084
H (-1.2171, -1.2310, -3.2309)  0.086
C (-5.1281, -1.0342, 1.2644)  0.079
N (-3.8245, -1.0792, 0.4492)  -0.414
O (-3.1614, -2.0832, 0.4195)  0.052
O (-3.4905, -0.1116, -0.2346)  0.026
H (-5.6460, -1.9462, 0.9978)  0.096
H (-5.6460, -0.1739, 0.9635)  0.072
H (-4.7819, -0.9442, 2.3368)  0.108
C (2.8715, 1.7847, 3.5670)  0.052
N (3.6171, 0.9142, 2.5794)  -0.453
O (3.7594, 1.3450, 1.4619)  0.056
O (4.1160, -0.1011, 3.0452)  0.051
H (3.7209, 2.3320, 4.0568)  0.123
H (2.3432, 1.1579, 4.2763)  0.090
H (2.1827, 2.3773, 2.9250)  0.062
C (-0.8939, 0.3168, 2.0101)  0.051
N (-2.0904, 1.2173, 2.3309)  -0.413
O (-2.0035, 2.3904, 2.0701)  0.073
O (-3.0439, 0.6217, 2.7886)  0.042
H (-1.0231, -0.5780, 2.6855)  0.115
H (-0.0055, 0.8354, 2.2893)  0.066
H (-0.8587, -0.0708, 0.9835)  0.070
C (2.9669, 3.1987, -2.9923)  0.067
N (3.8356, 2.2399, -2.2244)  -0.439
O (4.9525, 2.6334, -1.8654)  0.065
O (3.3810, 1.1585, -2.0536)  0.065
H (3.3195, 4.1973, -2.8292)  0.092
H (1.9644, 2.9579, -2.6022)  0.085
H (3.1626, 2.9756, -4.0175)  0.093
C (0.5377, 3.0732, -0.0234)  0.057
N (0.9554, 4.2271, 0.8824)  -0.433
O (1.1568, 5.2359, 0.3417)  0.118
O (1.0040, 3.9611, 2.0900)  0.022
H (-0.4794, 2.7500, 0.3509)  0.096
H (1.1926, 2.2520, 0.1745)  0.067
H (0.5019, 3.3857, -1.0485)  0.071



Comparing the structures above, a comes out on top by 0.802 eV.